(1)
Computed, not measured: C5H7NO in the gas phase in a non-equilibrium geometry, with wB97M-V/def2-TZVPD.

XYZ file:
```
14
Properties=species:S:1:pos:R:3:forces:R:3
O -0.92840 0.93192 -2.06910 0.694 0.100 0.418
N 0.24895 -0.12147 1.04646 1.449 1.675 0.584
C 1.43383 0.12935 0.61890 -0.022 -1.875 0.821
C -0.84507 0.01471 0.23635 -0.185 -0.298 -0.950
C -2.19507 -0.30593 0.83684 0.018 0.276 -0.307
C -0.74637 0.51246 -0.99581 -1.839 -0.374 -0.353
C 1.99089 -0.04151 -0.75844 -0.235 0.681 -0.112
H 2.16553 0.22680 1.40421 0.331 -0.051 0.261
H -2.97291 0.36793 0.46686 0.039 -0.151 0.071
H -2.09497 -0.18628 1.91595 -0.013 0.074 -0.074
H -2.48257 -1.33021 0.63387 -0.154 -0.229 -0.032
H 1.91762 0.89555 -1.29962 0.022 0.227 -0.466
H 1.45752 -0.80855 -1.32419 -0.047 0.025 0.052
H 3.05102 -0.28478 -0.71227 -0.059 -0.079 0.086
```
Forces are in eV/Å.

## Properties
Structure (SMILES) = C/C=N\C(C)=C=O
Total energy = -8834.0068 eV
Maximum force = 2.3 eV Å⁻¹
Orbital gap = 8.702 eV
Highest occupied orbital energy = -7.99 eV
LUMO level = 0.71 eV
ΔE to the lowest compared entry with this formula, charge and spin = 50.6 kcal/mol

Results of the Mulliken charge analysis, in e, for atoms 1 through 5:
1 O -0.41
2 N -0.52
3 C 0.10
4 C 0.43
5 C -1.16

(2)
Computed, not measured: 12 unconnected molecules or ions with the total composition C24H48Br24 in a non-equilibrium geometry, with wB97M-V/def2-TZVPD.

XYZ file:
```
96
Properties=species:S:1:pos:R:3:forces:R:3
Br -3.79602 -19.35415 -20.60949 0.328 -0.922 -0.714
Br -4.89748 -24.30913 -22.23410 -0.366 0.293 0.325
Br 1.28793 -23.16585 -14.33780 -0.671 0.009 -1.424
Br -5.31979 -18.97699 -15.99986 0.293 -1.437 -0.562
Br -2.80009 -15.68309 -13.42998 -0.397 -0.263 0.579
Br -5.78820 -21.11951 -23.25303 1.672 0.065 0.070
Br -1.77750 -22.78814 -17.96347 0.274 -0.392 0.338
Br 0.27240 -20.42492 -20.04409 -0.118 0.373 0.020
Br -3.26086 -27.23337 -20.89119 0.080 0.025 0.283
Br -5.95649 -18.56304 -11.41255 0.774 0.709 -0.944
Br -5.35255 -22.86621 -18.76861 0.159 0.068 -0.335
Br -7.01535 -16.43456 -20.05048 -0.040 -0.710 -0.041
Br -6.34546 -14.95114 -16.38094 0.928 -0.066 -0.702
Br -9.03961 -16.54638 -13.55768 -0.041 -0.856 -0.372
Br -3.24183 -26.11367 -16.38335 0.227 0.104 -0.549
Br -8.07276 -25.22289 -17.91308 -0.344 0.147 -0.112
Br -3.20211 -22.25896 -13.64229 0.121 -0.372 -0.063
Br -6.96262 -23.11350 -14.18107 -0.035 0.153 0.153
Br -1.32271 -18.76198 -15.99146 0.599 -0.397 -0.755
Br -2.27165 -16.00118 -18.64722 -1.177 -0.212 0.471
Br -9.36056 -20.42858 -20.30648 0.055 1.067 -0.045
Br -8.87344 -20.42351 -16.13508 -0.525 0.305 -0.172
Br -11.61266 -22.28593 -18.62749 -0.277 -0.536 -0.033
Br -9.21011 -26.12101 -21.91814 1.116 0.310 0.246
C -9.18437 -23.72870 -18.54889 -0.395 0.120 0.267
C -0.09482 -19.05523 -17.54885 -0.128 -0.034 0.014
C -7.27049 -25.94599 -21.56138 0.363 1.108 0.413
C -9.01147 -18.44403 -14.15638 0.110 0.149 -0.437
C -4.63021 -14.80208 -17.41964 0.725 -1.512 0.801
C -5.67082 -21.76705 -17.22687 0.452 2.307 1.181
C -3.79362 -20.67354 -23.19890 0.745 -0.507 1.672
C -3.96929 -16.22800 -17.58187 -0.465 0.693 0.083
C -8.96878 -18.50986 -19.98971 0.762 0.183 -0.345
C -5.56221 -23.63118 -12.95416 0.979 -0.467 0.492
C -10.55591 -23.74269 -17.88837 0.202 0.010 0.640
C -3.61752 -16.88071 -12.07122 0.668 -0.570 0.206
C -3.58047 -26.10850 -18.31840 -0.873 -1.203 0.186
C 0.56280 -23.18940 -16.26790 0.632 0.108 0.847
C -6.80241 -24.44078 -21.75981 -1.457 -1.216 -0.748
C -0.93480 -22.97915 -16.20020 0.486 -0.176 0.626
C -7.49459 -18.34360 -20.31375 0.144 0.286 0.136
C -2.60661 -27.03779 -19.04024 -0.139 1.795 0.495
C -9.25917 -18.54692 -15.69327 0.750 0.251 1.540
C -4.22462 -23.95004 -13.71958 -1.323 1.194 -0.108
C -4.73823 -20.44899 -17.26076 -1.809 -1.323 -0.085
C -4.83210 -17.52198 -12.70284 0.247 0.221 -0.479
C -0.89033 -19.52882 -18.75193 -0.262 0.453 0.566
C -3.26517 -20.92709 -21.71511 -1.428 0.640 -1.488
H -4.46797 -24.02740 -14.77925 0.245 -0.386 0.210
H -7.08561 -26.14964 -20.50665 -0.331 -0.297 -0.088
H -8.63314 -22.82154 -18.30129 -0.057 -0.077 -0.133
H -1.63990 -20.27833 -18.49801 0.159 0.344 -0.032
H -5.39394 -16.76911 -13.25568 -0.680 -0.042 0.622
H -4.44796 -18.16037 -13.49844 -0.313 -0.566 0.382
H -7.05772 -23.80904 -20.90903 0.580 -0.145 0.138
H 1.09385 -22.37890 -16.76709 -0.117 -0.085 0.098
H -3.59657 -24.77653 -13.38706 -0.248 0.227 0.273
H 0.69616 -19.76813 -17.31603 -0.193 0.182 0.540
H 0.31396 -18.06479 -17.74893 0.126 -0.209 0.154
H -9.23113 -18.22594 -18.97056 0.178 -0.482 0.034
H -6.00397 -24.41476 -12.33856 0.357 -0.383 -0.395
H -7.28137 -24.01571 -22.64186 0.118 -0.119 -0.067
H -6.71931 -21.46934 -17.23868 0.180 -0.084 -0.228
H -2.83850 -17.62786 -11.91954 -0.090 0.014 0.027
H -1.33880 -18.62607 -19.16669 -0.071 -0.493 -0.498
H -3.77500 -21.81987 -21.35302 0.221 0.266 0.462
H -3.54710 -19.65103 -23.48492 -0.887 0.079 -0.084
H -2.18225 -21.04971 -21.69629 -0.075 0.275 0.042
H -9.31950 -23.82303 -19.62636 0.259 -0.114 0.067
H -5.51439 -22.34284 -16.31469 0.214 -0.059 -0.356
H -5.35496 -22.82018 -12.25599 -0.343 0.130 -0.288
H -6.83173 -18.96364 -19.71021 -0.133 0.248 0.237
H -4.91689 -19.98315 -18.22986 0.543 -0.118 0.218
H -10.24577 -18.23484 -16.03582 0.072 -0.366 0.146
H -9.67309 -19.02110 -13.51035 -0.409 0.310 -0.363
H 0.90964 -24.14905 -16.65113 -0.307 0.127 0.000
H -3.98350 -14.19649 -16.78471 -0.160 0.018 -0.116
H -1.14735 -22.07463 -15.63031 -0.134 -0.054 -0.318
H -4.65298 -16.97644 -17.98251 0.111 0.453 -1.099
H -3.71876 -20.78107 -17.06453 -0.020 0.666 0.038
H -3.59248 -25.08229 -18.68562 0.133 -0.227 0.167
H -10.54542 -23.49974 -16.82584 0.411 -0.124 -0.074
H -3.75545 -16.40001 -11.10271 -0.243 0.476 -0.451
H -1.42281 -23.82497 -15.71592 -0.027 0.151 -0.175
H -8.48091 -17.95225 -16.17158 -0.121 -0.123 -0.192
H -2.53109 -28.00121 -18.53605 0.138 0.063 -0.475
H -4.78126 -14.29880 -18.37462 -0.327 -0.264 0.166
H -6.74469 -26.68672 -22.16384 -0.135 0.333 -0.179
H -11.05513 -24.70735 -17.97949 -0.121 0.244 -0.394
H -1.70061 -26.43375 -19.08935 0.437 -0.873 -0.263
H -4.56066 -26.58195 -18.37480 -0.173 0.482 -0.043
H -8.02046 -18.83248 -13.92165 0.110 0.330 -0.174
H -3.69621 -16.77951 -16.68222 0.462 0.988 0.389
H -9.51318 -17.82825 -20.64326 -0.391 -0.622 -0.203
H -3.29887 -21.32450 -23.91970 -0.377 -0.259 0.094
H -7.27082 -18.58056 -21.35389 -0.195 0.189 0.047
```
Forces are in eV/Å.

## Properties
Total energy = -1706677.9391 eV
Multiplicity = 2
Maximum force = 2.6 eV Å⁻¹
Total charge = +1
Orbital gap (alpha / beta) = 8.517 / 2.856 eV
Highest occupied orbital energy (alpha / beta) = -11.70 / -11.70 eV
LUMO level (alpha / beta) = -3.18 / -8.84 eV

Results of the Mulliken charge analysis, in e, for atoms 1 through 5:
1 Br 0.04
2 Br 0.09
3 Br -0.17
4 Br -0.08
5 Br -0.16

(3)
Computed, not measured: C12H15N5 in the gas phase in a non-equilibrium geometry, with wB97M-V/def2-TZVPD.

XYZ file:
```
32
Properties=species:S:1:pos:R:3:forces:R:3
N 1.03437 0.69734 -0.68315 1.676 -1.935 -1.548
N -4.98521 -2.73833 -2.91763 3.664 1.273 0.763
N -2.92424 -0.07121 -0.66023 -0.994 1.485 1.658
N -0.33237 -1.57637 -2.45587 0.432 -0.911 -0.603
N -0.98168 1.13500 0.01892 -2.414 -0.003 0.160
C -3.88732 -2.37014 -2.66561 -3.228 -1.415 -0.489
C -1.37992 -2.40856 -2.88814 -0.098 1.942 0.527
C -3.16054 1.73918 0.99369 -0.652 -0.489 -0.968
C -2.20401 -0.83830 -1.44448 0.112 0.002 -0.407
C 2.91479 1.01692 3.20726 -0.114 -0.086 -0.185
C -2.56282 -1.94509 -2.33787 0.494 0.334 0.330
C 2.47950 -0.24684 1.09852 0.768 0.279 0.149
C -2.29632 0.90961 0.06680 -1.008 -1.468 -0.942
C 2.12594 -0.27598 -0.36594 -0.071 1.174 -0.864
C -0.83702 -0.63413 -1.55074 -0.213 -1.828 -1.491
C 2.71489 1.15384 1.69679 -0.141 -0.478 -0.224
C -0.29376 0.35119 -0.79300 2.706 1.531 1.649
H -3.18133 2.76743 0.63066 -0.075 0.021 0.064
H 2.05647 0.50577 3.66756 0.192 0.153 -0.145
H -4.18568 1.32443 1.01906 0.559 0.284 -0.235
H 1.84446 -1.28339 -0.67529 -0.122 0.095 -0.043
H 3.60278 1.61148 1.22383 -0.355 -0.060 0.165
H 0.61476 -1.54252 -2.87429 -1.225 -0.211 0.578
H -1.30780 -3.20032 -3.62134 0.464 0.186 0.108
H 1.83680 1.78177 1.47352 0.385 -0.038 0.335
H 1.13313 1.55938 -0.19898 -0.081 0.398 0.329
H 3.80404 0.40188 3.40055 -0.146 0.265 0.112
H 3.40180 -0.83065 1.22618 -0.155 -0.011 0.059
H -2.80491 1.74493 2.00232 0.547 -0.010 0.554
H 1.71390 -0.74402 1.65901 -0.577 -0.290 0.478
H 3.01232 1.99257 3.67965 0.168 -0.038 0.109
H 3.03500 0.01315 -0.93177 -0.498 -0.154 0.015
```
Forces are in eV/Å.

## Properties
Structure (SMILES) = CCCCNc1nc(C)nc2c(C#N)c[nH]c12
Total energy = -20137.6340 eV
Maximum force = 4.0 eV Å⁻¹
Orbital gap = 8.846 eV
Highest occupied orbital energy = -8.47 eV
LUMO level = 0.37 eV
ΔE to the lowest compared entry with this formula, charge and spin = 0.0 kcal/mol

Results of the Mulliken charge analysis, in e, for atoms 1 through 5:
1 N -0.27
2 N -0.54
3 N -0.69
4 N -0.13
5 N -0.63